{
  "formula": "C13H28O5SSi",
  "method": "ωB97M-V with the def2-TZVPD basis set",
  "orbital_gap_ev": 9.52,
  "spin_multiplicity": 1,
  "fmax_ev_per_a": 3.45,
  "total_charge": 0,
  "e_lumo_ev": 0.547,
  "total_energy_ha": -1575.8449,
  "species": ["C", "O", "C", "C", "C", "C", "C", "Si", "C", "C", "C", "C", "S", "O", "O", "O", "C", "C", "C", "O", "H", "H", "H", "H", "H", "H", "H", "H", "H", "H", "H", "H", "H", "H", "H", "H", "H", "H", "H", "H", "H", "H", "H", "H", "H", "H", "H", "H"],
  "coordinates": [[5.3417, -0.1115, 2.5482], [3.9341, -0.0759, 2.6471], [3.2592, -0.5458, 1.4999], [3.3101, 0.4284, 0.3309], [2.6110, -0.1265, -0.9067], [1.0733, -0.1909, -0.8180], [0.4141, 0.9617, -0.0468], [-1.4539, 1.0109, -0.2594], [-2.3602, 0.3466, 1.2342], [-1.9032, -1.0866, 1.6249], [-2.9822, -2.1527, 1.4476], [-3.2544, -2.6324, 0.0218], [-1.8910, -3.4872, -0.7518], [-2.3978, -4.6960, -1.3199], [-0.7578, -3.5673, 0.1258], [-1.5390, -2.4698, -1.9254], [-2.0616, 2.7280, -0.7776], [-1.5772, 2.9858, -2.1750], [-1.6619, 4.4938, -2.7238], [-0.3975, 3.5787, -2.4092], [5.7416, 0.8483, 2.2062], [5.7443, -0.3335, 3.5352], [5.6720, -0.8790, 1.8397], [2.2228, -0.7036, 1.8087], [3.6588, -1.5235, 1.1961], [4.3606, 0.6028, 0.0776], [2.9128, 1.3929, 0.6505], [2.9787, -1.1482, -1.0506], [2.9032, 0.4321, -1.7971], [0.7517, -1.1520, -0.4044], [0.6823, -0.1589, -1.8408], [0.6357, 0.9010, 1.0231], [0.8164, 1.9190, -0.3947], [-1.7921, 0.1062, -1.3919], [-3.4306, 0.3237, 1.0011], [-2.2421, 1.0035, 2.0984], [-1.0175, -1.3721, 1.0539], [-1.5899, -1.1000, 2.6688], [-3.9276, -1.7628, 1.8356], [-2.7456, -3.0265, 2.0579], [-3.5586, -1.7995, -0.6128], [-4.0497, -3.3758, 0.0056], [-0.5834, -2.4886, -2.0893], [-1.6487, 3.5349, -0.1736], [-3.1513, 2.7525, -0.8126], [-1.8401, 2.2370, -2.9278], [-2.0689, 4.0860, -3.6858], [-1.1405, 5.2926, -3.2437]],
  "forces_ev_per_a": [[-0.01, 0.12, -0.18], [-0.03, -0.16, 0.13], [-0.24, 0.17, -0.03], [0.44, -0.14, -0.05], [-0.17, -0.19, 0.24], [-0.01, 0.19, -0.17], [-0.09, 0.03, -0.03], [-0.07, -0.04, 0.10], [-0.10, -0.35, 0.14], [0.07, 0.23, -0.21], [0.06, -0.30, 0.16], [-0.18, 0.37, 0.12], [-0.06, -0.45, 0.22], [-0.02, 0.12, -0.12], [0.04, 0.14, -0.12], [0.05, 0.02, -0.08], [0.64, -0.42, -0.39], [-0.42, 1.49, 1.67], [0.43, -2.53, -2.32], [-0.10, -0.20, -0.83], [0.01, 0.01, 0.03], [0.02, 0.01, 0.00], [0.01, -0.08, 0.09], [0.01, -0.03, 0.03], [0.05, 0.02, -0.01], [0.00, 0.01, 0.01], [-0.10, -0.01, -0.06], [0.05, 0.04, -0.17], [-0.01, 0.14, 0.08], [0.03, 0.04, 0.11], [0.02, -0.14, -0.01], [0.07, 0.01, -0.01], [0.02, -0.01, 0.00], [-0.05, 0.06, -0.04], [-0.02, 0.15, 0.05], [-0.05, 0.14, -0.09], [0.02, -0.10, 0.09], [-0.02, 0.02, 0.02], [-0.02, -0.04, -0.03], [0.09, 0.02, -0.01], [0.15, -0.08, -0.19], [-0.03, 0.04, 0.03], [0.00, 0.02, 0.07], [-0.27, -0.02, 0.25], [-0.03, 0.07, 0.25], [-0.36, 0.13, 0.01], [0.45, 0.23, -0.33], [-0.27, 1.23, 1.59]]
}

=====

{
  "formula": "C25H22FeN13O3",
  "method": "ωB97M-V with the def2-TZVPD basis set",
  "orbital_gap_ev": [5.34, 5.06],
  "spin_multiplicity": 2,
  "fmax_ev_per_a": 0.73,
  "total_charge": -2,
  "e_lumo_ev": [4.171, 4.170],
  "s_squared": 0.87,
  "total_energy_ha": -3167.1194,
  "species": ["Fe", "C", "O", "C", "C", "C", "C", "C", "C", "N", "N", "C", "C", "C", "C", "O", "C", "N", "C", "C", "C", "C", "H", "H", "H", "H", "H", "H", "H", "H", "H", "H", "H", "H", "N", "C", "N", "N", "N", "N", "C", "N", "N", "N", "N", "H", "C", "O", "H", "H", "H", "H", "N", "C", "C", "C", "C", "C", "C", "H", "H", "H", "H", "H"],
  "coordinates": [[-0.0634, -0.2046, 0.3775], [1.7858, -2.0283, 6.7811], [3.0092, -1.3467, 6.9821], [3.8249, -1.2100, 5.8925], [3.5883, -1.8030, 4.6590], [4.4504, -1.5712, 3.5954], [5.5703, -0.7558, 3.7449], [5.8251, -0.2210, 5.0096], [4.9607, -0.4251, 6.0674], [6.5794, -0.5288, 2.7658], [6.3598, -0.4894, 1.5291], [5.1069, -0.3630, 0.9330], [4.9703, -1.0441, -0.2776], [3.7682, -1.2128, -0.9392], [2.5840, -0.6538, -0.4124], [1.4290, -0.8031, -0.8946], [2.7489, 0.2176, 0.7541], [1.6199, 0.8496, 1.1321], [1.6531, 1.6925, 2.1367], [2.8475, 1.9918, 2.8048], [4.0021, 1.3462, 2.4445], [3.9786, 0.3895, 1.4086], [1.2493, -1.9734, 7.7252], [1.9500, -3.0778, 6.5199], [1.1888, -1.5566, 5.9973], [2.7209, -2.4245, 4.4892], [4.2206, -2.0302, 2.6439], [6.7215, 0.3742, 5.1369], [5.1464, 0.0163, 7.0385], [5.8687, -1.5191, -0.6582], [3.7019, -1.7952, -1.8484], [0.7076, 2.1475, 2.4060], [2.8459, 2.7213, 3.6042], [4.9307, 1.5722, 2.9508], [-2.6005, -0.5392, -1.8052], [-1.9576, 0.6843, -1.7297], [-2.3382, 1.7467, -2.4183], [-1.4579, 2.7039, -2.0511], [-0.6101, 2.2356, -1.2000], [-0.8956, 0.9377, -0.9743], [-2.1587, -1.6779, -1.1805], [-2.6336, -2.8999, -1.4005], [-1.8940, -3.6918, -0.6033], [-1.0308, -2.9858, 0.0462], [-1.1810, -1.6919, -0.2901], [-3.3898, -0.6118, -2.4187], [0.1482, -2.0016, 2.9641], [0.8295, -1.8563, 1.7226], [0.5310, -2.8785, 3.5013], [-0.9272, -2.1086, 2.8242], [0.3231, -1.1007, 3.5494], [0.4520, -2.5373, 1.1245], [-1.1584, 0.3150, 1.7432], [-2.2532, 0.2962, 2.4539], [-2.5257, 1.2921, 3.4541], [-3.6600, 1.2421, 4.2357], [-4.6032, 0.2208, 4.1094], [-4.3605, -0.7610, 3.1459], [-3.2426, -0.7425, 2.3399], [-1.8119, 2.0994, 3.5749], [-3.8167, 2.0267, 4.9714], [-5.4895, 0.1931, 4.7310], [-5.0758, -1.5679, 3.0133], [-3.0894, -1.5133, 1.5942]],
  "forces_ev_per_a": [[0.62, -0.36, 0.16], [-0.01, 0.00, -0.01], [0.02, -0.01, 0.00], [0.00, 0.02, 0.02], [-0.01, -0.02, -0.04], [0.06, -0.04, 0.00], [-0.17, 0.12, 0.17], [-0.02, 0.02, -0.06], [0.00, 0.01, -0.01], [0.12, -0.25, -0.12], [0.16, 0.20, 0.05], [-0.24, -0.05, -0.10], [0.06, 0.01, 0.10], [-0.04, 0.02, 0.01], [-0.01, 0.15, -0.02], [0.02, -0.22, 0.03], [0.06, 0.00, -0.10], [-0.34, -0.13, -0.05], [-0.07, 0.11, -0.06], [0.05, -0.01, -0.02], [-0.01, 0.01, 0.04], [0.08, -0.03, 0.00], [0.00, 0.00, 0.00], [0.00, 0.00, 0.00], [-0.01, 0.01, -0.01], [-0.01, 0.01, 0.01], [0.02, 0.03, -0.04], [0.00, 0.01, 0.01], [0.00, 0.00, 0.00], [0.00, 0.00, -0.02], [0.01, -0.01, 0.00], [-0.01, -0.05, 0.02], [0.00, 0.01, -0.01], [-0.01, -0.01, 0.00], [-0.04, 0.03, 0.07], [0.03, -0.04, 0.01], [-0.01, 0.01, -0.02], [0.00, -0.01, 0.00], [0.01, -0.01, -0.05], [0.06, 0.14, 0.13], [0.02, -0.02, -0.08], [-0.01, 0.00, 0.01], [0.00, 0.00, 0.00], [-0.01, 0.01, 0.05], [-0.05, 0.25, -0.09], [0.02, 0.00, -0.03], [0.06, -0.03, 0.07], [-0.23, 0.12, -0.24], [0.03, 0.00, 0.00], [-0.01, 0.00, -0.02], [0.01, 0.02, 0.00], [0.00, -0.04, 0.05], [-0.18, 0.00, 0.27], [-0.01, 0.02, -0.07], [-0.02, 0.01, 0.00], [0.02, 0.00, -0.01], [-0.01, -0.01, 0.01], [0.02, 0.01, 0.00], [0.01, -0.01, 0.01], [-0.01, 0.01, -0.01], [0.00, 0.00, 0.00], [0.00, 0.00, 0.00], [0.00, 0.00, 0.00], [-0.01, 0.00, 0.00]]
}